This record from the Open Molecules 2025 dataset describes one molecule with the formula C4H7NO2 in a non-equilibrium geometry. The level of theory is ωB97M-V/def2-TZVPD.

```
14
Properties=species:S:1:pos:R:3:forces:R:3
N -0.9147 -1.3302 0.4556 0.24 -0.34 1.78
C 0.1334 -0.4807 -0.1358 0.35 -0.85 -0.47
C 0.4195 -1.0664 -1.4984 -1.37 0.71 -2.43
O 0.3916 -0.3995 -2.5126 0.41 0.13 0.51
C -0.2380 0.9893 -0.1821 -0.36 0.80 1.14
C 0.4150 1.6721 1.0477 -0.15 -0.67 -0.35
O 1.5701 1.5369 1.3447 0.05 0.24 -0.06
H -0.4841 -2.0699 1.0170 0.36 -0.53 -0.96
H -1.3030 -0.8964 1.2957 -0.38 0.88 -0.61
H 1.1303 -0.5812 0.3059 -0.08 0.16 0.74
H 0.5055 -2.1443 -1.7218 0.25 -0.22 1.18
H -1.3003 1.2083 -0.0248 -0.12 -0.72 -0.24
H -0.0336 1.4188 -1.1613 0.61 0.15 0.12
H -0.2915 2.1431 1.7703 0.18 0.25 -0.34
```
Positions in Å, forces in eV/Å.

Values from the calculation:
* energy above the lowest of the compared OMol25 structures with the same formula, charge and spin: 51.7 kcal per mole
* structure (SMILES): N[C@@H](C=O)CC=O
* E_tot: -361.7984 a.u.

***

This record from the Open Molecules 2025 dataset describes one molecule with the formula C4H7NO2. The level of theory is ωB97M-V/def2-TZVPD.

```
14
Properties=species:S:1:pos:R:3:forces:R:3
C 0.9524 0.8738 0.9944 0.00 -0.03 0.46
C 0.6669 -0.4257 1.2596 0.19 -0.18 0.27
O 1.1094 -1.4407 1.7386 0.06 0.22 -0.26
N -0.8106 -0.8058 0.4625 0.07 0.02 -0.18
C -0.9313 -0.0922 -0.8262 -0.13 0.25 -0.15
C 0.4019 0.4175 -1.4039 0.04 0.19 0.05
O 0.4497 1.4560 -2.0227 -0.17 -0.52 0.11
H 1.9678 1.1855 1.2061 -0.19 0.14 0.17
H 0.1742 1.6182 0.8487 0.27 -0.27 -0.21
H -0.7284 -1.8010 0.2742 0.14 -0.03 0.41
H -1.5859 -0.6747 1.1142 0.10 0.10 -0.35
H -1.5756 0.7775 -0.7308 -0.13 -0.08 -0.03
H -1.3389 -0.8021 -1.5479 -0.22 0.23 -0.17
H 1.2483 -0.2863 -1.3666 -0.03 -0.04 -0.10
```
Positions in Å, forces in eV/Å.

Values from the calculation:
* energy above the lowest of the compared OMol25 structures with the same formula, charge and spin: 69.8 kcal per mole
* structure (SMILES): C=C([O-])[NH2+]CC=O
* E_tot: -361.7697 a.u.

***

This record from the Open Molecules 2025 dataset describes a 2-piece molecular cluster, C4H7NO2 overall. The level of theory is ωB97M-V/def2-TZVPD.

```
14
Properties=species:S:1:pos:R:3:forces:R:3
C 0.1962 -1.1134 -1.1772 0.20 -0.08 0.10
N 1.0818 -1.3222 -0.2991 -0.18 0.10 -0.20
C 2.0231 -0.3910 0.1054 0.06 0.32 0.24
O 1.7575 0.6411 0.6877 0.17 -0.62 -0.14
H 0.1527 -0.2251 -1.8140 0.18 -0.12 0.11
H -0.5982 -1.8529 -1.3000 0.19 0.05 -0.05
H 3.0636 -0.7252 -0.0144 0.00 -0.03 -0.17
C -0.9990 1.4973 0.1359 -0.12 -0.11 0.06
C -1.5161 0.3231 0.4911 -0.17 0.25 -0.24
O -1.1162 -0.4475 1.5341 0.17 0.13 0.07
H -1.3135 1.9895 -0.7764 -0.20 -0.03 0.17
H -0.1961 1.9512 0.7059 -0.14 -0.06 -0.12
H -2.3087 -0.1653 -0.0731 0.00 0.15 0.13
H -0.2269 -0.1596 1.7939 -0.15 0.05 0.05
```
Positions in Å, forces in eV/Å.

Values from the calculation:
* energy above the lowest of the compared OMol25 structures with the same formula, charge and spin: 63.7 kcal per mole
* structure (SMILES): C=NC=O.C=CO
* E_tot: -361.7794 a.u.

***

This record from the Open Molecules 2025 dataset describes one molecule with the formula C4H7NO2. The level of theory is ωB97M-V/def2-TZVPD.

```
14
Properties=species:S:1:pos:R:3:forces:R:3
H -1.7554 1.6147 0.8993 -0.67 0.68 -0.01
N -1.4281 1.9801 -0.0013 0.50 -0.11 -0.03
C -0.3294 1.3748 -0.0751 -0.21 -0.08 0.10
C 0.6770 1.1043 -1.1559 -0.03 0.14 -0.02
O 0.7848 -0.3074 -1.0035 0.23 -0.13 -0.12
C 0.6049 -0.6047 0.3736 0.14 -0.38 0.12
C -0.3696 -1.7525 0.5363 0.05 -0.06 -0.05
O 0.0787 0.5695 0.9657 0.03 -0.08 -0.01
H 0.3729 1.3326 -2.1780 -0.15 -0.03 0.27
H 1.6295 1.6061 -0.9269 -0.14 -0.05 -0.07
H 1.5711 -0.8048 0.8496 -0.01 -0.04 -0.07
H -0.4834 -2.0184 1.5923 0.09 0.08 -0.17
H -0.0027 -2.6225 -0.0127 -0.03 0.05 0.05
H -1.3503 -1.4717 0.1367 0.20 0.01 0.02
```
Positions in Å, forces in eV/Å.

Values from the calculation:
* energy above the lowest of the compared OMol25 structures with the same formula, charge and spin: 36.6 kcal per mole
* structure (SMILES): [H]/N=C1/CO[C@H](C)O1
* E_tot: -361.8225 a.u.

***

This record from the Open Molecules 2025 dataset describes one molecule with the formula C4H7NO2. The level of theory is ωB97M-V/def2-TZVPD.

```
14
Properties=species:S:1:pos:R:3:forces:R:3
C -0.9328 -1.0885 0.6214 0.00 -0.10 0.07
C -0.3856 0.0540 -0.2351 -0.08 -0.02 0.04
C -1.1680 1.3387 0.0065 -0.55 0.05 0.18
O -2.2927 1.3569 0.4456 0.65 0.00 -0.26
C 1.0763 0.3238 0.0899 0.03 0.11 0.15
N 1.9881 -0.1519 -0.8008 0.08 -0.01 0.05
O 1.3885 0.9356 1.0980 -0.07 -0.23 -0.40
H -0.7778 -0.8601 1.6797 -0.03 -0.03 -0.15
H -2.0055 -1.2035 0.4497 0.17 0.02 0.02
H -0.4284 -2.0316 0.3892 -0.07 0.13 0.02
H -0.5069 -0.1878 -1.3025 0.04 0.07 0.13
H -0.6474 2.2771 -0.2683 -0.06 -0.07 0.03
H 1.7254 -0.7109 -1.5957 0.00 0.11 0.15
H 2.9668 -0.0518 -0.5776 -0.12 -0.02 -0.03
```
Positions in Å, forces in eV/Å.

Values from the calculation:
* energy above the lowest of the compared OMol25 structures with the same formula, charge and spin: 10.8 kcal per mole
* structure (SMILES): C[C@@H](C=O)C(N)=O
* E_tot: -361.8637 a.u.

***

This record from the Open Molecules 2025 dataset describes one molecule with the formula C4H7NO2 in a non-equilibrium geometry. The level of theory is ωB97M-V/def2-TZVPD.

```
14
Properties=species:S:1:pos:R:3:forces:R:3
C 1.6631 -0.9884 0.6715 -0.03 0.19 -0.03
C 1.9966 0.0930 -0.0223 0.33 -0.29 -0.10
O 1.2931 1.2000 -0.4062 0.59 0.04 -0.89
N -0.0693 1.1277 -0.3168 -0.34 -0.10 0.63
C -0.7972 -0.0017 -0.6557 -0.04 -0.21 0.15
C -2.1003 0.0492 0.1134 -0.28 -0.08 0.01
O -0.3753 -0.9607 -1.2603 -0.15 0.47 0.12
H 0.7052 -1.1705 1.1450 0.08 0.11 -0.22
H 2.3828 -1.8003 0.6966 0.01 0.28 0.23
H 2.9681 0.2248 -0.4751 0.19 -0.22 0.13
H -0.4647 2.0454 -0.4522 -0.02 -0.08 0.29
H -1.8576 0.3836 1.1268 -0.26 -0.12 -0.16
H -2.8215 0.7505 -0.3151 0.03 -0.11 -0.02
H -2.5230 -0.9526 0.1504 -0.11 0.10 -0.15
```
Positions in Å, forces in eV/Å.

Values from the calculation:
* energy above the lowest of the compared OMol25 structures with the same formula, charge and spin: 81.8 kcal per mole
* structure (SMILES): C=CONC(C)=O
* E_tot: -361.7506 a.u.

***

This record from the Open Molecules 2025 dataset describes one molecule with the formula C4H7NO2 in a non-equilibrium geometry. The level of theory is ωB97M-V/def2-TZVPD.

```
14
Properties=species:S:1:pos:R:3:forces:R:3
O 2.9161 0.6234 -0.2225 0.25 0.65 0.01
N 1.6821 0.4970 -0.0885 0.29 -2.09 0.41
C 0.7367 1.2942 0.2458 -1.48 1.65 -0.79
C -0.6260 0.6058 0.2293 0.83 1.18 2.27
O -1.6593 1.2087 -0.4635 -0.97 1.14 -1.50
C -0.3312 -0.7382 -0.3335 -1.97 -2.54 -1.17
C 1.1514 -0.9533 -0.1152 1.70 -0.70 -1.71
H 0.8045 2.3985 0.4126 0.51 -1.27 -0.22
H -0.9221 0.6603 1.2624 -0.26 -0.76 0.94
H -1.8152 2.1511 -0.2545 0.42 -0.87 0.14
H -0.5253 -0.5237 -1.3991 0.39 -0.43 0.09
H -1.1042 -1.6666 -0.1365 2.12 2.44 0.14
H 1.4597 -1.4059 0.8626 -0.34 0.36 -0.94
H 1.7438 -1.4891 -1.0242 -1.50 1.24 2.34
```
Positions in Å, forces in eV/Å.

Values from the calculation:
* energy above the lowest of the compared OMol25 structures with the same formula, charge and spin: 91.1 kcal per mole
* structure (SMILES): [O-][N+]1=C[C@@H](O)CC1
* E_tot: -361.7357 a.u.

***

This record from the Open Molecules 2025 dataset describes one molecule with the formula C4H7NO2. The level of theory is ωB97M-V/def2-TZVPD.

```
14
Properties=species:S:1:pos:R:3:forces:R:3
O 0.7770 1.4565 1.0103 -0.13 0.08 0.39
C -0.3594 1.3340 0.1868 -0.27 0.14 -0.22
C -0.8003 -0.1690 0.0956 -0.10 0.07 -0.20
C -0.3153 -0.8531 -1.1783 -0.27 0.02 -0.14
N 1.1271 -1.0047 -0.9060 0.04 0.05 0.57
C 1.2001 -0.9702 0.3521 -0.09 -0.32 -0.05
O -0.0016 -0.8657 1.0713 0.68 -0.01 -0.24
H 0.6414 0.7491 1.6698 0.25 0.66 0.01
H -0.0999 1.7148 -0.8067 -0.03 -0.08 0.13
H -1.1633 1.9627 0.5874 -0.11 -0.19 -0.10
H -1.8532 -0.3171 0.3309 0.09 -0.03 0.00
H -0.4952 -0.2735 -2.0860 0.08 -0.06 0.11
H -0.7565 -1.8514 -1.2856 -0.06 0.14 -0.11
H 2.0990 -0.9124 0.9583 -0.09 -0.49 -0.13
```
Positions in Å, forces in eV/Å.

Values from the calculation:
* energy above the lowest of the compared OMol25 structures with the same formula, charge and spin: 47.5 kcal per mole
* structure (SMILES): OC[C@H]1CN=CO1
* E_tot: -361.8051 a.u.

***

Number 1: frontier orbital gap 10.5 eV. Number 2: frontier orbital gap 8.3 eV. Number 3: frontier orbital gap 9.4 eV. Number 4: frontier orbital gap 11.1 eV. Number 5: frontier orbital gap 10.6 eV. Number 6: frontier orbital gap 9.6 eV. Number 7: frontier orbital gap 9.5 eV. Number 8: frontier orbital gap 10.7 eV.